C27H67N4O7S | ωB97M-V/def2-TZVPD

Each line ends with the Löwdin charge.
Atoms and positions in Å:
C  1.79771  -1.46534  9.06683  -0.0603
C  0.95137  -1.70419  7.79339  -0.4216
C  -0.49852  -1.91897  8.22699  -0.0619
C  1.07926  -0.45939  6.91699  -0.1536
C  0.45902  -0.56093  5.51114  -0.3178
C  0.41974  -1.97092  4.91913  -0.0511
C  1.04810  0.43633  4.50871  -0.1655
O  2.43384  0.84865  4.75957  -0.4034
S  3.53612  -0.07870  4.06290  1.1869
C  4.91627  0.01942  5.22169  -0.3023
C  4.84779  -1.00852  6.35827  -0.3142
N  5.31622  -0.38509  7.59555  0.0172
H  1.92613  -0.39681  9.21106  0.0774
H  1.30532  -1.84114  9.95464  0.0757
H  2.77814  -1.92576  9.00190  0.0659
H  1.31786  -2.59948  7.30052  0.1231
H  -0.53507  -2.66054  9.01571  0.0812
H  -1.11737  -2.26237  7.40463  0.0714
H  -0.88398  -0.99696  8.64929  0.0917
H  2.12364  -0.15923  6.89918  0.0852
H  0.55086  0.32719  7.44741  0.1287
H  -0.58100  -0.26928  5.61285  0.1456
H  1.40657  -2.38048  4.71050  0.0667
H  -0.09442  -2.67117  5.56192  0.0718
H  -0.13720  -1.94074  3.98925  0.0884
H  0.95357  0.09683  3.48072  0.1053
H  0.49139  1.36199  4.56263  0.1392
H  3.14832  -1.36650  4.24583  0.0336
H  5.78084  -0.18675  4.60512  0.0982
H  4.91676  1.04536  5.57174  0.1085
H  5.51594  -1.82524  6.12033  0.1207
H  3.84265  -1.41671  6.48614  0.0835
H  5.30585  -1.09926  8.31746  0.0804
H  4.64930  0.31835  7.90073  0.0758
C  -0.58331  -0.65474  -0.89341  -0.0968
O  -0.44933  0.74412  -0.73553  -0.2014
C  0.06263  1.15568  0.51888  -0.2257
C  1.48469  1.67224  0.41019  -0.2103
N  2.43038  0.59968  0.12308  -0.0542
C  3.77005  1.04778  -0.26666  -0.2032
C  3.92402  1.93566  -1.49871  -0.2323
O  3.66794  1.28871  -2.72315  -0.1706
C  2.29784  1.16633  -3.08305  -0.0721
H  -1.20784  -0.82504  -1.76905  0.0938
H  0.38094  -1.14542  -1.06678  0.0757
H  -1.06930  -1.10587  -0.02326  0.0881
H  -0.01482  0.34852  1.25586  0.1077
H  -0.57217  1.97660  0.86560  0.1195
H  1.75946  2.14141  1.36260  0.1158
H  1.48811  2.45231  -0.35945  0.1095
H  2.06293  0.01903  -0.61872  0.0671
H  4.36714  0.14890  -0.43962  0.1186
H  4.21823  1.56610  0.58988  0.1079
H  4.97449  2.23517  -1.54075  0.1238
H  3.34310  2.86328  -1.42354  0.1146
H  1.71261  2.03080  -2.75779  0.0955
H  1.86818  0.24726  -2.67065  0.0754
H  2.23686  1.09230  -4.16592  0.0662
C  -8.25088  0.49447  1.30728  -0.1134
O  -7.65199  -0.02240  0.13494  -0.1927
C  -7.66597  0.85935  -0.98141  -0.2135
C  -6.28430  1.40130  -1.28582  -0.2154
N  -5.82979  2.32858  -0.25826  -0.0491
C  -4.41396  2.68461  -0.33118  -0.1906
C  -3.36381  1.58148  -0.24087  -0.2262
O  -3.24594  0.96642  1.03454  -0.1931
C  -4.21699  -0.02388  1.32155  -0.0950
H  -8.39637  -0.33854  1.99330  0.0885
H  -7.61536  1.23707  1.80304  0.0744
H  -9.22356  0.94461  1.09331  0.0893
H  -8.38439  1.67033  -0.83314  0.1230
H  -7.99798  0.27366  -1.84257  0.1228
H  -6.31674  1.92386  -2.24644  0.1253
H  -5.61691  0.53620  -1.39615  0.1026
H  -6.01689  1.93348  0.65319  0.0665
H  -4.22248  3.38578  0.48532  0.1212
H  -4.24934  3.23406  -1.26349  0.1211
H  -2.39865  2.04521  -0.42582  0.0995
H  -3.48689  0.81868  -1.01837  0.1149
H  -4.49815  -0.58900  0.42982  0.0909
H  -5.11017  0.41025  1.77690  0.0734
H  -3.78201  -0.71432  2.04614  0.0828
C  -1.02273  -2.32158  -9.47677  -0.1135
O  0.32338  -2.68359  -9.23734  -0.1928
C  1.26183  -2.13284  -10.15364  -0.2143
C  2.10826  -1.05317  -9.51056  -0.2158
N  1.32862  0.14385  -9.22410  -0.0501
C  1.99178  1.12494  -8.36843  -0.1961
C  2.44151  0.70468  -6.97234  -0.2216
O  1.38937  0.46265  -6.05135  -0.2157
C  0.76993  -0.80632  -6.16035  -0.0880
H  -1.64911  -2.98400  -8.88131  0.0883
H  -1.23350  -1.28999  -9.17328  0.0748
H  -1.28746  -2.44389  -10.53018  0.0888
H  0.76182  -1.75957  -11.05174  0.1227
H  1.92423  -2.94826  -10.45576  0.1223
H  2.92130  -0.79204  -10.19444  0.1249
H  2.55546  -1.48988  -8.60791  0.1028
H  0.45491  -0.12321  -8.79161  0.0667
H  1.30057  1.96288  -8.25090  0.1213
H  2.86438  1.50999  -8.90550  0.1193
H  3.00200  1.54522  -6.55374  0.1219
H  3.13286  -0.14579  -6.98915  0.1152
H  1.48097  -1.58507  -6.44480  0.0913
H  -0.06042  -0.78676  -6.86993  0.0741
H  0.35570  -1.05395  -5.18144  0.0837

Values from the calculation:
E_HOMO (eV): -9.9
Charge: +1
E_LUMO (Eh): -0.1310
Max |F| (eV/Å): 1.2
Kohn-Sham gap (eV): 6.33
Energy (eV): -60201.27644